134
Properties=species:S:1:pos:R:3 method="wB97M-V/def2-TZVPD" smiles="CCOCC[C@]1(CCOC=O)COC(=O)O1.COP(=O)(OC)OC.COP(=O)(OC)OC.COP(=O)(OC)OC.COP(=O)(OC)OC.COP(=O)(OC)OC.COP(=O)(OC)OC" e_homo_ev=-8.61 e_tot_ev=-147312.9351 homo_lumo_gap_ev=5.76
C 1.41400 1.21657 -1.60259
C 1.70739 0.06404 -0.52789
O 0.98121 -1.16119 -0.79096
C -0.01237 -1.44217 0.21507
C 0.54283 -2.19275 1.52572
C 2.03016 -2.76966 1.39022
C 2.15037 -3.87346 0.21149
C 3.39978 -4.85715 0.37740
O 3.49679 -5.69561 -0.81834
C 4.11066 -4.99777 -1.88871
O 5.23104 -4.44718 -1.84844
C 2.23442 -3.45571 2.85857
O 2.69883 -2.31070 3.65299
C 3.10957 -1.21395 2.82256
O 3.38570 -0.05768 3.16022
O 3.13665 -1.81743 1.51255
H 0.33469 1.56907 -1.45619
H 2.18167 2.06122 -1.49192
H 1.58572 0.74318 -2.64170
H 2.83071 -0.20750 -0.58817
H 1.54847 0.40786 0.56538
H -0.43125 -0.42692 0.56106
H -0.90151 -2.03005 -0.22644
H -0.14045 -3.11132 1.68847
H 0.41198 -1.50344 2.43279
H 2.32245 -3.28687 -0.76158
H 1.13748 -4.39057 0.14084
H 3.32968 -5.52838 1.31372
H 4.35928 -4.24416 0.51690
H 3.50603 -4.90437 -2.86621
H 3.09788 -4.18485 2.99307
H 1.21837 -3.85974 3.17497
C -2.12831 -5.74148 -4.22360
O -2.44834 -4.58212 -3.44935
P -1.72483 -3.13219 -4.02809
O -1.47103 -2.62937 -2.61722
O -3.17223 -2.56903 -4.57832
C -4.41090 -3.01488 -4.06253
O -0.95948 -1.76872 -4.73380
C -1.08013 -1.63593 -6.14595
H -2.62755 -6.60406 -3.78357
H -2.47541 -5.61302 -5.25470
H -1.04974 -5.91098 -4.21408
H -4.39999 -3.09122 -2.97088
H -4.67579 -3.96932 -4.51551
H -5.18100 -2.28691 -4.34023
H -2.10142 -1.36054 -6.42306
H -0.79832 -2.56512 -6.64660
H -0.41143 -0.83912 -6.48038
C -4.24923 1.11668 -1.53138
O -3.28930 1.90547 -0.82838
P -3.14042 3.51524 -1.42508
O -1.63613 3.51256 -1.21358
O -3.90019 4.12115 -0.09884
C -3.95160 3.43041 1.13510
O -3.12087 5.09662 -2.09220
C -4.38888 5.70158 -2.31781
H -4.27697 0.12058 -1.08814
H -5.24120 1.57146 -1.45068
H -3.96449 1.03151 -2.58394
H -2.98885 2.98005 1.39765
H -4.73632 2.67727 1.09925
H -4.21080 4.14736 1.92174
H -4.86234 5.97292 -1.37024
H -5.04259 5.03001 -2.87936
H -4.24172 6.61612 -2.89779
C 5.17102 1.78808 4.46343
O 5.56274 2.74621 3.47667
P 7.05714 3.52733 3.82024
O 6.54779 4.85861 3.29380
O 7.81459 2.69468 2.61891
C 7.11890 2.13548 1.52025
O 8.57290 4.19608 4.26486
C 9.57425 3.27284 4.67895
H 4.22149 1.34560 4.16535
H 5.92568 0.99874 4.54044
H 5.04875 2.28012 5.43251
H 6.36375 2.81828 1.11916
H 6.66852 1.18834 1.81358
H 7.84227 1.93021 0.72389
H 9.94083 2.69207 3.82818
H 9.18525 2.60005 5.44659
H 10.41524 3.83276 5.09505
C 4.38307 6.80193 2.74213
O 4.08457 8.19976 2.83186
P 4.97069 9.16906 1.71995
O 5.13993 10.28560 2.73601
O 3.62794 9.43525 0.80340
C 2.31625 9.32990 1.32160
O 5.90219 9.99723 0.53992
C 5.91550 9.43047 -0.76537
H 3.78066 6.26583 3.47625
H 4.14136 6.43064 1.74080
H 5.43802 6.63139 2.95405
H 2.22451 9.79174 2.30938
H 2.01630 8.28341 1.35321
H 1.63508 9.85333 0.64197
H 4.94740 9.56502 -1.25577
H 6.16416 8.36756 -0.72216
H 6.67254 9.94510 -1.36234
C 1.45308 -10.65046 -2.24132
O 1.11376 -9.26461 -2.18324
P -0.46646 -8.96086 -1.56751
O -0.69457 -7.82417 -2.54835
O 0.15126 -8.37347 -0.16065
C 1.46762 -7.85901 -0.05844
O -2.04047 -8.80046 -0.90404
C -2.31518 -9.56551 0.26503
H 2.46369 -10.74792 -2.63923
H 1.41975 -11.08885 -1.23905
H 0.75789 -11.17854 -2.89912
H 1.73171 -7.22331 -0.90680
H 2.17385 -8.68196 0.04380
H 1.53071 -7.24952 0.84967
H -1.77683 -9.16210 1.12685
H -2.04183 -10.61226 0.11438
H -3.38557 -9.50825 0.47659
C -9.42231 -0.28948 0.26651
O -8.48145 0.50898 0.98509
P -8.32780 2.11502 0.38077
O -6.82831 2.12302 0.62488
O -9.11819 2.72636 1.68845
C -9.19074 2.04480 2.92681
O -8.30271 3.69058 -0.29708
C -9.56905 4.28914 -0.55486
H -9.45500 -1.28267 0.71558
H -10.41836 0.16070 0.32163
H -9.11491 -0.38014 -0.77858
H -8.23128 1.60226 3.21118
H -9.97061 1.28580 2.88367
H -9.46917 2.76753 3.70090
H -10.06386 4.56557 0.37997
H -10.20752 3.61102 -1.12549
H -9.41287 5.19972 -1.13808

***

117
Properties=species:S:1:pos:R:3 method="wB97M-V/def2-TZVPD" e_homo_ev=-7.94 e_tot_ev=-127992.3293 homo_lumo_gap_ev=8.36
C -2.01687 0.95405 0.92014
C -2.13387 -0.54758 0.51129
C -1.01560 -1.43966 1.14161
C -0.04649 -1.99960 0.04726
C -0.12496 -3.55786 0.08112
C -1.48671 -4.06953 -0.47187
C -1.64790 -3.83810 -1.99201
C -3.11357 -3.85415 -2.50546
C -4.10556 -3.02896 -1.64745
O -4.98410 -3.94460 -0.96834
C -5.09409 -3.68418 0.41980
O 1.32567 -1.69348 0.24757
C 1.64220 -0.33953 0.10394
O 2.03057 0.01903 -1.19890
C 0.92343 0.34132 -2.02106
C 1.31469 1.25692 -3.20404
O 1.17547 0.65768 -4.46861
C -0.17997 0.41187 -4.80452
C -0.72704 1.36421 -5.89684
C 2.90117 -0.10717 0.99441
N 4.03979 -0.91990 0.57144
S 3.37762 1.65140 1.13874
H -2.61010 1.17774 1.81150
H -2.37492 1.59467 0.09963
H -0.98209 1.24901 1.11783
H -3.13717 -0.89262 0.79618
H -2.10076 -0.56245 -0.58867
H -1.46912 -2.28396 1.66872
H -0.42158 -0.80521 1.81384
H -0.43634 -1.70627 -0.93471
H -0.01952 -3.84616 1.13648
H 0.69233 -3.95080 -0.53691
H -2.27353 -3.60435 0.13607
H -1.51096 -5.15392 -0.29104
H -1.14334 -4.68313 -2.48684
H -1.15086 -2.93439 -2.36724
H -3.53033 -4.85836 -2.62723
H -3.09769 -3.39982 -3.50592
H -4.74571 -2.37203 -2.25701
H -3.54411 -2.39805 -0.94832
H -4.91241 -2.62794 0.66284
H -6.14015 -3.88127 0.70512
H -4.46108 -4.35003 1.02574
H 0.86065 0.35123 0.45459
H 0.07478 0.78222 -1.47033
H 0.54084 -0.60166 -2.45523
H 0.80070 2.22834 -3.11597
H 2.38553 1.48196 -3.08582
H -0.22007 -0.60925 -5.21629
H -0.87214 0.43171 -3.95061
H -0.44502 1.01870 -6.89271
H -1.82405 1.34484 -5.81345
H -0.43037 2.39692 -5.68354
H 2.65333 -0.46369 2.00278
H 3.74640 -1.88503 0.68959
H 4.17659 -0.80861 -0.42862
H 2.44579 2.38599 0.46147
C 0.24007 4.95649 2.65454
S 0.81294 3.37418 3.28868
O -0.37087 2.46381 3.35129
C 1.14499 3.92896 4.96566
H -0.05314 4.81665 1.61494
H -0.61431 5.31197 3.23246
H 1.05916 5.67378 2.70788
H 0.23194 4.33286 5.40806
H 1.92570 4.68925 4.94987
H 1.48892 3.07468 5.54502
C 1.68564 4.35278 -7.34027
S 0.01118 4.99994 -7.49656
O -0.78840 3.98579 -8.23768
C 0.42572 6.30820 -8.66429
H 1.65602 3.48980 -6.67687
H 2.05559 4.04848 -8.31968
H 2.33186 5.11957 -6.91186
H 0.87842 5.87532 -9.55660
H 1.11349 7.01072 -8.19274
H -0.49290 6.82521 -8.93478
C 3.15459 -0.22968 6.65753
S 3.59561 1.37839 7.32710
O 3.20731 2.40234 6.30876
C 5.37742 1.15069 7.19793
H 2.06965 -0.29188 6.60933
H 3.57298 -0.33650 5.65501
H 3.53041 -1.01001 7.31213
H 5.64861 0.94890 6.16129
H 5.68197 0.32280 7.83819
H 5.86282 2.06625 7.53126
C 4.45331 5.46574 0.26840
S 2.74420 6.02800 0.19852
O 1.94054 4.92673 -0.40714
C 3.00600 7.26865 -1.08060
H 4.51386 4.65066 0.98828
H 4.76407 5.10938 -0.71386
H 5.09138 6.28777 0.59392
H 3.41194 6.79516 -1.97476
H 3.69179 8.03087 -0.71026
H 2.04578 7.72551 -1.31264
C 0.73453 -3.96265 8.17540
S 1.67442 -3.16407 9.48764
O 2.58298 -2.17555 8.83712
C 2.66987 -4.60496 9.90737
H 0.06695 -3.22288 7.73764
H 1.41473 -4.33949 7.41118
H 0.14729 -4.77871 8.59658
H 3.22236 -4.93978 9.02920
H 2.01972 -5.40010 10.27250
H 3.36827 -4.31827 10.69117
C -7.05111 -5.60158 -6.16830
S -6.40807 -4.37317 -5.01737
O -4.94183 -4.26272 -5.26200
C -6.63078 -5.37219 -3.53637
H -6.96986 -5.19881 -7.17615
H -6.46635 -6.51863 -6.09252
H -8.09835 -5.79938 -5.93852
H -6.07478 -6.30538 -3.63484
H -7.69278 -5.57670 -3.39519
H -6.25088 -4.80972 -2.68416

***

147
Properties=species:S:1:pos:R:3 method="wB97M-V/def2-TZVPD" e_homo_ev=-10.74 e_tot_ev=-149036.7794 homo_lumo_gap_ev=7.74 total_charge=+1
C 3.87086 -2.14685 4.69825
C 3.28406 -3.19863 3.59133
C 3.01869 -2.51584 2.08799
N 1.58248 -2.58352 1.63851
C 0.91279 -1.23932 1.49380
C 1.12214 -0.54625 -0.01634
I 1.44370 -2.07461 -1.60236
C -0.08841 0.51395 -0.37975
P -1.41338 -0.61918 -1.26652
C -3.18530 -0.21630 -0.75032
O -1.39028 -0.30194 -3.01605
P 0.49372 1.61369 -1.87774
O 2.20657 1.82420 -1.91669
O -0.40992 3.09170 -1.97722
N -0.63819 1.29136 0.78144
C 0.13797 2.48970 1.26693
C 1.33278 2.26517 2.34421
C 2.87263 2.33015 1.69453
C 3.98980 1.51828 2.57954
C 5.33381 1.37231 1.63871
N 6.28012 0.26487 2.06142
C -1.16810 0.49568 1.94862
C -0.57784 -1.06460 2.08374
Cl -0.36550 -1.28149 3.96004
O -1.66061 -1.91216 1.73963
C -1.46732 -3.17002 1.09809
C -1.41329 -4.38998 2.24231
H 3.74091 -1.01400 4.43872
H 3.25584 -2.31908 5.70570
H 5.00155 -2.32007 4.99658
H 2.32978 -3.69494 4.04888
H 4.09460 -4.06964 3.49611
H 3.53708 -1.46893 1.97353
H 3.62130 -3.23740 1.34998
H 1.10209 -3.20812 2.32055
H 1.59239 -0.52956 2.18105
H 2.14466 0.05934 -0.00251
H -3.83755 -0.04405 -1.73508
H -3.71709 -1.13435 -0.20280
H -3.35819 0.71635 -0.07689
H -0.68353 -0.85715 -3.45851
H 2.36149 2.82763 -2.01933
H -1.16725 3.11025 -1.31839
H -1.51115 1.75323 0.36566
H 0.53674 3.22027 0.44692
H -0.68467 3.13924 1.84882
H 1.30966 3.23698 3.04493
H 1.19406 1.38063 3.10370
H 3.21058 3.47510 1.71626
H 2.91633 2.00701 0.57485
H 4.32483 2.06237 3.56864
H 3.50178 0.50411 2.89824
H 5.03503 1.13158 0.50814
H 5.88795 2.42910 1.59924
H 5.77910 -0.66978 2.08591
H 6.96727 0.16090 1.26402
H -2.35449 0.40684 1.83111
H -1.05461 1.04732 3.00369
H -2.45594 -3.41895 0.47382
H -0.59087 -3.28257 0.33185
H -0.33482 -4.86015 2.13321
H -2.25551 -5.17216 2.01327
H -1.49688 -3.86901 3.28979
C 3.75396 -5.74331 -1.88712
N 3.45599 -5.59235 -0.43725
O 2.34918 -5.97843 -0.04364
O 4.34162 -5.09067 0.26478
H 2.89094 -6.19606 -2.37986
H 3.94876 -4.74699 -2.28894
H 4.63137 -6.38701 -1.97792
C -0.84021 -0.03413 7.01030
N -0.72348 1.23172 7.78340
O -1.18419 1.23873 8.93088
O -0.17254 2.18254 7.21657
H -1.34269 -0.78078 7.62886
H -1.42468 0.18028 6.11337
H 0.17080 -0.36017 6.75734
C 0.06750 7.38179 0.24072
N -0.15274 6.03101 0.82430
O 0.74383 5.57093 1.54089
O -1.21946 5.47075 0.54665
H 1.04126 7.75312 0.56705
H 0.03791 7.28007 -0.84595
H -0.73321 8.03098 0.60107
C -3.55148 0.27757 -5.38362
N -4.97964 0.68599 -5.29857
O -5.55487 0.51157 -4.21796
O -5.48287 1.17025 -6.31892
H -3.24235 -0.12936 -4.41852
H -3.47156 -0.48050 -6.16530
H -2.96858 1.16707 -5.63154
C 3.67056 6.30876 3.95335
N 3.15003 7.54992 3.31911
O 2.80096 7.47705 2.13511
O 3.10643 8.56224 4.02776
H 3.65216 5.50173 3.21786
H 4.69279 6.50951 4.28019
H 3.02159 6.07403 4.79962
C 3.48394 1.83746 7.45697
N 3.31280 0.97292 6.25823
O 4.16942 1.05977 5.37073
O 2.32345 0.23143 6.24211
H 4.39096 2.43351 7.33606
H 2.60534 2.48190 7.52659
H 3.56619 1.18231 8.32671
C 7.57924 -6.36104 -3.79287
N 6.40278 -5.45229 -3.73117
O 5.42865 -5.73871 -4.43689
O 6.49036 -4.47719 -2.97593
H 7.36363 -7.17101 -4.49290
H 8.43270 -5.77238 -4.13514
H 7.74506 -6.75412 -2.78767
C -7.68072 2.15394 -2.91574
N -8.81549 2.83485 -2.23577
O -8.89425 2.71407 -1.00768
O -9.59504 3.47147 -2.95403
H -7.07951 1.63527 -2.16601
H -8.10264 1.44426 -3.63017
H -7.09006 2.92169 -3.41985
C -8.94864 0.83537 -8.03851
N -9.16666 0.01378 -6.81738
O -9.13485 0.59875 -5.72844
O -9.36370 -1.19513 -6.98648
H -8.78905 1.87409 -7.74157
H -8.06779 0.44031 -8.54851
H -9.84178 0.74499 -8.66026
C 1.20221 -6.84326 -6.01685
N 1.95004 -6.88716 -4.73135
O 2.86535 -7.71317 -4.63688
O 1.59718 -6.09110 -3.85347
H 1.61759 -7.59352 -6.69298
H 0.15510 -7.06018 -5.79647
H 1.32130 -5.84084 -6.43328
C -4.74522 0.56690 3.82009
N -3.99740 0.52300 5.10560
O -3.08209 -0.30301 5.20006
O -4.35025 1.31906 5.98347
H -4.32985 -0.18336 3.14396
H -5.79234 0.34998 4.04047
H -4.62613 1.56932 3.40366
C -3.12162 2.15811 -9.33981
N -2.20792 1.57017 -8.32336
O -2.13117 2.14502 -7.23127
O -1.59366 0.54812 -8.65045
H -3.59318 3.04827 -8.91812
H -2.51980 2.41745 -10.21309
H -3.87201 1.40337 -9.58418